No. 1
Density functional theory data (ωB97M-V with the def2-TZVPD basis set) for a 5-piece molecular cluster, C17H45N4O8 overall.

Bonds (Å) are listed after each position.
Geometry (Å):
1 O -1.62671 -4.44931 -3.58258  C18 1.410, C25 1.369
2 O -0.06018 3.98129 2.88094  C15 1.456, C27 1.427
3 O 4.76054 5.26568 3.62410  C22 1.416, C24 1.467
4 O 2.53524 -3.82330 0.25873  C26 1.419, C29 1.419
5 O -3.12817 -0.83512 2.05450  C19 1.392, H62 0.960
6 O -0.58545 -0.63661 0.12452  N10 1.197
7 O 1.45188 -0.09788 0.07759  N10 1.202
8 O 0.31223 0.20379 1.75708  N10 1.183
9 N 1.87620 -3.15973 -3.38573  C23 1.452, H36 1.010, H51 1.010
10 N 0.39718 -0.19450 0.64613  O6 1.197, O7 1.202, O8 1.183
11 N -1.22269 -1.74448 -2.50524  C14 1.458, H42 1.010, H58 1.010
12 N 2.21434 5.58184 1.92397  C20 1.384, C28 1.496, H65 1.010
13 C -2.70422 -1.63541 -4.38056  C14 1.508, H53 1.090, H57 1.090, H59 1.090
14 C -2.52567 -2.18632 -2.98820  N11 1.458, C13 1.508, C18 1.590, H41 1.090
15 C -1.10201 2.98054 3.05863  O2 1.456, H48 1.090, H64 1.090, H73 1.090
16 C -4.11876 1.38068 1.44088  C19 1.534, H43 1.090, H49 1.090, H72 1.090
17 C 2.30602 -5.17650 -2.41041  C23 1.439, H33 1.090, H39 1.090, H67 1.090
18 C -2.63108 -3.76769 -2.86416  O1 1.410, C14 1.590, H61 1.090, H74 1.090
19 C -3.93497 -0.11911 1.17477  O5 1.392, C16 1.534, C21 1.584, H37 1.090
20 C 3.19541 6.54897 2.05214  N12 1.384, C24 1.535, H31 1.090, H69 1.090
21 C -5.33808 -0.85081 1.25392  C19 1.584, H46 1.090, H68 1.090, H71 1.090
22 C 6.06809 4.83809 3.95765  O3 1.416, H38 1.090, H54 1.090, H66 1.090
23 C 1.85459 -3.84420 -2.10496  N9 1.452, C17 1.439, C26 1.594, H56 1.090
24 C 4.60785 6.05679 2.39848  O3 1.467, C20 1.535, H34 1.090, H35 1.090
25 C -1.93375 -5.77751 -3.70878  O1 1.369, H44 1.090, H45 1.090, H63 1.090
26 C 2.72611 -3.14061 -0.97058  O4 1.419, C23 1.594, H47 1.090, H50 1.090
27 C -0.33859 5.08602 2.02243  O2 1.427, C28 1.564, H32 1.090, H60 1.090
28 C 0.83616 6.10816 2.17105  N12 1.496, C27 1.564, H30 1.090, H40 1.090
29 C 1.26124 -4.04136 0.84433  O4 1.419, H52 1.090, H55 1.090, H70 1.090
30 H 0.52516 6.98394 1.60150  C28 1.090
31 H 2.99191 7.15819 2.93278  C20 1.090
32 H -0.27313 4.67227 1.01613  C27 1.090
33 H 2.16981 -5.77024 -1.50652  C17 1.090
34 H 5.26623 6.92460 2.43766  C24 1.090
35 H 5.09618 5.45180 1.63453  C24 1.090
36 H 1.78747 -3.78884 -4.17087  N9 1.010
37 H -3.52907 -0.20838 0.16711  C19 1.090
38 H 6.25889 3.96555 3.33285  C22 1.090
39 H 3.34761 -5.26714 -2.71858  C17 1.090
40 H 0.90549 6.42442 3.21185  C28 1.090
41 H -3.36492 -1.78383 -2.42096  C14 1.090
42 H -0.65575 -2.57382 -2.60954  N11 1.010
43 H -4.52931 1.73970 2.38462  C16 1.090
44 H -2.33839 -6.24939 -2.81341  C25 1.090
45 H -1.00130 -6.34004 -3.75577  C25 1.090
46 H -5.82298 -0.31655 2.07095  C21 1.090
47 H 3.75658 -3.11611 -1.32504  C26 1.090
48 H -2.03442 3.38623 3.45120  C15 1.090
49 H -4.68797 1.87802 0.65554  C16 1.090
50 H 2.37036 -2.11345 -0.89001  C26 1.090
51 H 2.76148 -2.70129 -3.54768  N9 1.010
52 H 0.70872 -4.89541 0.45263  C29 1.090
53 H -1.88726 -1.89465 -5.05397  C13 1.090
54 H 6.79844 5.57434 3.62206  C22 1.090
55 H 1.39876 -4.34103 1.88327  C29 1.090
56 H 0.83249 -3.97442 -1.74936  C23 1.090
57 H -3.66854 -1.94359 -4.78454  C13 1.090
58 H -1.29854 -1.69232 -1.49945  N11 1.010
59 H -2.74130 -0.55601 -4.52762  C13 1.090
60 H -1.23979 5.66297 2.22994  C27 1.090
61 H -3.60712 -4.02176 -3.27756  C18 1.090
62 H -2.23730 -0.76688 1.70339  O5 0.960
63 H -2.52520 -6.03808 -4.58650  C25 1.090
64 H -1.31478 2.48366 2.11209  C15 1.090
65 H 2.15479 5.40233 0.93183  N12 1.010
66 H 6.30173 4.58009 4.99059  C22 1.090
67 H 1.78961 -5.76526 -3.16856  C17 1.090
68 H -5.26669 -1.93250 1.36768  C21 1.090
69 H 3.16593 7.11531 1.12128  C20 1.090
70 H 0.70380 -3.10597 0.79534  C29 1.090
71 H -5.79780 -0.70744 0.27606  C21 1.090
72 H -3.13999 1.85699 1.38406  C16 1.090
73 H -0.58837 2.24863 3.68200  C15 1.090
74 H -2.69460 -4.19597 -1.86384  C18 1.090

Properties
- orbital gap (eV) = 7.456
- net charge = -1

No. 2
Density functional theory data (ωB97M-V with the def2-TZVPD basis set) for a 3-piece molecular cluster, C17H45N8O4P2 overall.

Bonds (Å) are listed after each position.
Geometry (Å):
1 P -0.37901 0.27472 -3.04571  O4 1.548, N11 1.725, N12 1.780, N14 1.732
2 P -3.29422 1.66145 3.83594  O6 1.548, N8 1.732, N9 1.725, N10 1.780
3 O 3.98443 -2.02490 -1.58653  C24 1.345
4 O -1.48183 0.07624 -4.11433  P1 1.548
5 O 6.18654 -2.48712 -2.45056  C24 1.472, H47 1.022
6 O -3.50183 1.53727 2.30655  P2 1.548
7 N 3.96723 -5.31468 -2.04025  C15 1.513, C18 1.533
8 N -1.58959 1.41177 3.66176  P2 1.732, C22 1.456, C27 1.471
9 N -3.60921 3.35664 3.80403  P2 1.725, C23 1.459, C30 1.467
10 N -3.05555 1.80421 5.59408  P2 1.780, C26 1.476, C29 1.480
11 N -1.45917 1.11584 -1.99707  P1 1.725, C16 1.467, C17 1.459
12 N 0.88877 0.50288 -1.81726  P1 1.780, C19 1.476, C21 1.480
13 N 3.79332 -8.16686 -4.36293  C25 1.383, H50 1.043
14 N 0.43371 1.43091 -4.04630  P1 1.732, C20 1.456, C31 1.471
15 C 4.77491 -4.44940 -1.09816  N7 1.513, C24 1.667, H49 1.193, H71 1.171
16 C -2.49103 0.27145 -1.38537  N11 1.467, H56 1.097, H64 1.093, H66 1.097
17 C -1.14119 2.18616 -1.05867  N11 1.459, H60 1.095, H70 1.098, H72 1.084
18 C 4.87714 -6.28559 -2.80134  N7 1.533, C25 1.670, H33 1.170, H36 1.178
19 C 2.28519 0.68936 -2.25801  N12 1.476, H37 1.097, H52 1.093, H69 1.096
20 C 0.29533 2.86958 -3.86916  N14 1.456, H51 1.090, H54 1.095, H74 1.097
21 C 0.92177 -0.69625 -0.95063  N12 1.480, H43 1.090, H59 1.097, H73 1.095
22 C -0.62489 2.50245 3.65293  N8 1.456, H42 1.090, H45 1.097, H53 1.095
23 C -3.04333 4.38699 4.66742  N9 1.459, H32 1.095, H38 1.084, H40 1.098
24 C 4.97555 -2.92142 -1.73462  O3 1.345, O5 1.472, C15 1.667
25 C 3.95165 -6.82194 -4.08331  N13 1.383, C18 1.670, C28 1.666
26 C -2.06513 0.93075 6.25374  N10 1.476, H41 1.093, H65 1.097, H68 1.096
27 C -1.18534 0.44641 2.62870  N8 1.471, H55 1.097, H57 1.095, H76 1.096
28 C 3.21280 -5.60723 -4.95096  C25 1.666, H34 1.170, H61 1.192, H63 1.194
29 C -4.33786 1.49869 6.26668  N10 1.480, H46 1.090, H48 1.095, H75 1.097
30 C -5.00845 3.70858 3.53916  N9 1.467, H35 1.097, H39 1.097, H67 1.093
31 C 0.41767 1.15269 -5.49022  N14 1.471, H44 1.095, H58 1.096, H62 1.097
32 H -3.40632 4.32347 5.69824  C23 1.095
33 H 5.19862 -7.18194 -2.12164  C18 1.170
34 H 2.88180 -5.93482 -6.02403  C28 1.170
35 H -5.46911 3.02068 2.81926  C30 1.097
36 H 5.86651 -5.77141 -3.18144  C18 1.178
37 H 2.97780 0.63300 -1.40902  C19 1.097
38 H -1.95935 4.38516 4.68808  C23 1.084
39 H -5.08812 4.71142 3.10265  C30 1.097
40 H -3.30140 5.38822 4.29869  C23 1.098
41 H -1.03694 1.23654 6.04539  C26 1.093
42 H -0.57621 2.98626 4.62879  C22 1.090
43 H -0.06112 -0.91648 -0.53292  C21 1.090
44 H 0.56568 0.08518 -5.68364  C31 1.095
45 H 0.39622 2.13487 3.49425  C22 1.097
46 H -5.14999 2.11594 5.88133  C29 1.090
47 H 6.06943 -2.87754 -3.38761  O5 1.022
48 H -4.27928 1.69805 7.34214  C29 1.095
49 H 4.09670 -4.28277 -0.13042  C15 1.193
50 H 4.34234 -8.70563 -3.65792  N13 1.043
51 H 0.74251 3.19013 -2.92788  C20 1.090
52 H 2.45805 1.68091 -2.68345  C19 1.093
53 H -0.84147 3.24022 2.87303  C22 1.095
54 H -0.74902 3.19479 -3.92432  C20 1.095
55 H -0.17652 0.06106 2.82100  C27 1.097
56 H -2.84281 -0.50307 -2.07823  C16 1.097
57 H -1.85300 -0.42140 2.62285  C27 1.095
58 H -0.52694 1.46294 -5.95258  C31 1.096
59 H 1.24532 -1.58006 -1.51451  C21 1.097
60 H -0.55512 1.83912 -0.20165  C17 1.095
61 H 3.96678 -4.68433 -4.94690  C28 1.192
62 H 1.23319 1.67739 -6.00286  C31 1.097
63 H 2.25029 -5.31462 -4.30854  C28 1.194
64 H -2.12072 -0.22651 -0.48514  C16 1.093
65 H -2.15103 0.99124 7.34581  C26 1.097
66 H -3.37264 0.86214 -1.10892  C16 1.097
67 H -5.60760 3.68831 4.45355  C30 1.093
68 H -2.19290 -0.11656 5.95834  C26 1.096
69 H 2.58022 -0.06989 -2.99077  C19 1.096
70 H -2.05823 2.63681 -0.65747  C17 1.098
71 H 5.77670 -4.93281 -0.73320  C15 1.171
72 H -0.61651 3.01812 -1.51472  C17 1.084
73 H 1.59608 -0.55236 -0.09951  C21 1.095
74 H 0.86108 3.42437 -4.62750  C20 1.097
75 H -4.62123 0.44967 6.11494  C29 1.097
76 H -1.19011 0.89652 1.62886  C27 1.096

Properties
- relative energy (zero: lowest compared OMol25 entry of this formula, charge and spin) (kcal/mol) = 242.3
- orbital gap (eV) = 3.003
- net charge = -1

No. 3
Density functional theory data (ωB97M-V with the def2-TZVPD basis set) for a 6-piece molecular cluster, C17H46Cl2N11O8P overall.

Bonds (Å) are listed after each position.
Geometry (Å):
1 Cl 1.82255 -2.30654 1.59185  C36 1.812
2 Cl 2.15952 -2.30098 -1.59719  C25 1.797
3 P -2.90998 1.73581 -0.19912  N20 1.754, C28 1.847, C29 1.848
4 O 5.40555 -2.00180 4.83688  C34 1.218
5 O -3.74681 -2.49304 2.55562  C24 1.218
6 O -0.37168 0.52043 1.06634  C27 1.423, C35 1.411
7 O -4.25850 0.16352 -4.15145  C39 1.225
8 O -0.31337 6.23259 -1.23580  C32 1.418, H65 0.960
9 O -3.78912 -3.55256 -3.35713  C38 1.226
10 O -0.27403 3.61981 -0.90861  C31 1.424, C37 1.411
11 O 7.24606 -1.17650 -1.21523  C33 1.219
12 N -3.95944 -1.65996 4.65504  C24 1.370, H41 1.002, H80 1.002
13 N 8.13196 -1.96469 0.71552  C33 1.366, H60 1.002, H72 1.002
14 N 6.99247 -3.37371 -0.72020  C33 1.369, H54 1.003, H68 1.002
15 N -5.05977 -4.11687 -1.56400  C38 1.367, H81 1.002, H83 1.002
16 N -5.26354 -2.03753 -2.56536  C38 1.359, H63 1.012, H75 1.002
17 N 4.85794 -3.96062 5.83611  C34 1.371, H58 1.002, H79 1.002
18 N -3.94062 -1.12152 -5.97774  C39 1.360, H49 1.002, H62 1.009
19 N -1.89175 -1.75190 3.62465  C24 1.367, H42 1.002, H57 1.004
20 N -1.47196 1.61380 -1.19525  P3 1.754, C31 1.433, H52 1.013
21 N 3.37773 -2.91904 4.39923  C34 1.365, H66 1.002, H70 1.002
22 N -4.11900 1.18000 -6.17265  C39 1.364, H48 1.003, H73 1.002
23 C -0.45910 2.77652 1.80562  C27 1.531, H40 1.091, H45 1.089, H67 1.086
24 C -3.23317 -2.00512 3.54593  O5 1.218, N12 1.370, N19 1.367
25 C 2.54806 -0.85436 -0.60446  Cl2 1.797, C26 1.523, C36 1.520, H50 1.092
26 C 4.03285 -0.81082 -0.26690  C25 1.523, H47 1.088, H59 1.088, H74 1.092
27 C 0.08975 1.82570 0.73897  O6 1.423, C23 1.531, C31 1.559, H64 1.099
28 C -4.14850 2.12212 -1.51326  P3 1.847, H51 1.089, H61 1.091, H77 1.090
29 C -3.28134 -0.05481 0.07047  P3 1.848, H46 1.091, H56 1.090, H76 1.088
30 C 1.25631 6.03154 0.65069  C32 1.535, H44 1.092, H55 1.090, H71 1.090
31 C -0.25220 2.20678 -0.73306  O10 1.424, N20 1.433, C27 1.559, H78 1.102
32 C 0.93298 5.70429 -0.81360  O8 1.418, C30 1.535, C37 1.538, H84 1.094
33 C 7.44815 -2.10996 -0.45849  O11 1.219, N13 1.366, N14 1.369
34 C 4.59789 -2.89720 5.01061  O4 1.218, N17 1.371, N21 1.365
35 C 0.16795 -0.53597 0.30239  O6 1.411, C36 1.532, H53 1.095, H82 1.089
36 C 1.64603 -0.78949 0.61751  Cl1 1.812, C25 1.520, C35 1.532, H43 1.089
37 C 0.99991 4.19512 -1.09986  O10 1.411, C32 1.538, H69 1.098, H85 1.098
38 C -4.65325 -3.25157 -2.54121  O9 1.226, N15 1.367, N16 1.359
39 C -4.11746 0.08040 -5.36575  O7 1.225, N18 1.360, N22 1.364
40 H 0.34113 3.13765 2.45392  C23 1.091
41 H -4.94724 -1.82605 4.62368  N12 1.002
42 H -1.45330 -1.33000 4.42035  N19 1.002
43 H 2.03929 -0.02345 1.28428  C36 1.089
44 H 0.55558 6.76648 1.05256  C30 1.092
45 H -1.16851 2.22633 2.42280  C23 1.089
46 H -2.52405 -0.65740 -0.43277  C29 1.091
47 H 4.41796 -1.81814 -0.12349  C26 1.088
48 H -4.25262 2.07219 -5.73515  N22 1.003
49 H -3.81246 -1.22196 -6.96626  N18 1.002
50 H 2.26166 -0.02078 -1.24937  C25 1.092
51 H -4.46519 3.16288 -1.47080  C28 1.089
52 H -1.65798 1.96100 -2.12888  N20 1.013
53 H 0.02470 -0.37095 -0.77010  C35 1.095
54 H 6.47714 -3.50746 -1.56999  N14 1.003
55 H 2.25187 6.46673 0.74279  C30 1.090
56 H -4.24581 -0.34372 -0.34681  C29 1.090
57 H -1.33395 -1.97077 2.81956  N19 1.004
58 H 5.74487 -3.97026 6.30247  N17 1.002
59 H 4.59412 -0.33573 -1.06884  C26 1.088
60 H 8.29109 -2.71431 1.36079  N13 1.002
61 H -3.75612 1.86518 -2.49842  C28 1.091
62 H -3.88277 -1.93881 -5.38845  N18 1.009
63 H -4.89720 -1.38206 -3.24321  N16 1.012
64 H 1.18670 1.84967 0.80789  C27 1.099
65 H -0.85934 6.39669 -0.46291  O8 0.960
66 H 3.14941 -2.16560 3.77878  N21 1.002
67 H -0.98805 3.61759 1.36678  C23 1.086
68 H 7.14095 -4.15251 -0.10786  N14 1.002
69 H 1.35332 4.01621 -2.12404  C37 1.098
70 H 2.71056 -3.65552 4.52773  N21 1.002
71 H 1.22002 5.14554 1.28511  C30 1.090
72 H 8.45920 -1.04505 0.94330  N13 1.002
73 H -3.99409 1.13385 -7.16547  N22 1.002
74 H 4.17712 -0.23104 0.64711  C26 1.092
75 H -6.00612 -1.77129 -1.94825  N16 1.002
76 H -3.24777 -0.29577 1.13138  C29 1.088
77 H -5.00979 1.47379 -1.35074  C28 1.090
78 H 0.55543 1.82285 -1.37771  C31 1.102
79 H 4.21013 -4.70775 5.99579  N17 1.002
80 H -3.55576 -1.24806 5.47391  N12 1.002
81 H -5.72519 -3.87186 -0.85649  N15 1.002
82 H -0.41057 -1.42073 0.56265  C35 1.089
83 H -4.59103 -5.00087 -1.51101  N15 1.002
84 H 1.68546 6.17627 -1.45143  C32 1.094
85 H 1.73807 3.74512 -0.42232  C37 1.098

Properties
- SMILES string = C[C@H](O)CO[C@H](NP(C)C)[C@@H](C)OC[C@@H](Cl)[C@@H](C)Cl.NC(N)=O.NC(N)=O.NC(N)=O.NC(N)=O.NC(N)=O
- orbital gap (eV) = 8.071
- net charge = 0

Calculated values (Ha) of total energy for the records, taken in order: -1495.4041; -2096.0903; -3141.5101.
Calculated values (eV/A) of maximum force for the records, taken in order: 5.81; 9.00; 0.55.